--- a ---
Molecular formula: C4H6N4
Method: DFT, wB97M-V/def2-TZVPD

Summary:
* highest occupied orbital energy: -8.32 eV
* frontier orbital gap: 8.951 eV
* LUMO: 0.63 eV

ORCA input file:
```
! RIJCOSX wB97M-V def2-TZVPD def2/J DEFGRID3
* xyz 0 1
C -2.0627 -1.0091 0.1494
C -1.2628 0.8798 -0.6580
C -0.7777 -0.9561 0.6058
C 1.0667 0.7380 0.3386
N -2.3152 0.1231 -0.6644
N -0.2833 0.2455 0.1330
N 2.3463 -1.2425 -0.5244
N 2.2805 -0.0455 -0.4234
H -2.8357 -1.6583 0.4988
H -1.2353 1.6978 -1.3459
H 1.0546 1.8080 0.2482
H 1.3553 0.5880 1.3348
H -0.2088 -1.7725 1.1154
H 2.8782 0.6038 -0.8079
*
```

***

--- b ---
Molecular formula: C4H6N4
Method: DFT, wB97M-V/def2-TZVPD

Summary:
* highest occupied orbital energy: -9.90 eV
* SMILES: N#CC1(C#N)CN1.N
* frontier orbital gap: 10.502 eV
* LUMO: 0.60 eV

ORCA input file:
```
! RIJCOSX wB97M-V def2-TZVPD def2/J DEFGRID3
* xyz 0 1
N 1.9458 1.5020 -0.5418
C 1.1658 0.7975 -0.1175
C 0.3145 0.0092 0.7194
C 0.5884 -1.2943 0.2369
N 0.7280 -2.3652 -0.1338
C -0.4546 0.4460 2.0576
N -1.1395 0.2069 0.7994
H -0.4480 -0.1616 2.9912
H -0.6195 1.5186 2.2705
H -1.5244 -0.6375 0.8322
N 0.0377 -0.0487 -2.1160
H 0.3915 -0.5438 -2.9410
H -0.9467 -0.2973 -1.7530
H -0.0390 0.8682 -2.3043
*
```

***

--- c ---
Molecular formula: C4H6N4
Method: DFT, wB97M-V/def2-TZVPD

Summary:
* highest occupied orbital energy: -8.86 eV
* frontier orbital gap: 9.248 eV
* LUMO: 0.39 eV

ORCA input file:
```
! RIJCOSX wB97M-V def2-TZVPD def2/J DEFGRID3
* xyz 0 1
C 1.6922 0.0856 0.1568
C -0.2002 0.6167 -0.1233
C -1.6689 0.8060 -0.1385
C -1.4540 -0.6467 0.4248
H 2.9643 1.1849 -0.2240
H -2.0575 1.9473 0.3257
H -2.0594 0.7563 -1.2294
H -2.3266 -1.2346 -0.0957
H -0.8647 -1.0884 1.3741
H 1.2968 -1.8836 -0.3208
N 3.0528 0.0882 -0.1548
N 0.9068 1.2599 0.3302
N -0.2865 -0.7484 -0.4979
N 1.0050 -1.1432 0.1730
*
```

***

Pick a: it beats the second-best structure by 7.2 kcal/mol.

***

--- a ---
Molecular formula: C4H6N4
Method: DFT, wB97M-V/def2-TZVPD

Summary:
* highest occupied orbital energy: -8.70 eV
* SMILES: [H]/N=C(C#N)/C(N)=C\N
* frontier orbital gap: 8.466 eV
* LUMO: -0.23 eV

ORCA input file:
```
! RIJCOSX wB97M-V def2-TZVPD def2/J DEFGRID3
* xyz 0 1
H 1.1480 -2.8527 0.0949
N 1.4523 -1.8799 -0.0383
C 0.4233 -1.0878 -0.0572
C -0.9138 -1.6951 -0.1642
N -1.8623 -2.3712 -0.2268
C 0.5207 0.3829 -0.2810
N 1.6290 0.8562 -0.9541
C -0.5805 1.1000 0.0501
N -1.5400 0.8420 1.0193
H 1.8672 1.8159 -0.7294
H 2.4018 0.1895 -0.8724
H -0.6053 2.1482 -0.2544
H -2.4703 1.0277 0.6352
H -1.4700 1.5245 1.7781
*
```

***

--- b ---
Molecular formula: C4H6N4
Method: DFT, wB97M-V/def2-TZVPD

Summary:
* highest occupied orbital energy: -8.95 eV
* SMILES: C=Cc1cnnn1N
* frontier orbital gap: 9.267 eV
* LUMO: 0.32 eV

ORCA input file:
```
! RIJCOSX wB97M-V def2-TZVPD def2/J DEFGRID3
* xyz 0 1
C 2.8331 -0.3650 0.1125
C 1.6640 0.3368 -0.0771
C 0.3213 -0.2684 -0.0547
C -0.3335 -1.5021 -0.1131
N -1.6511 -1.3407 0.0425
N -1.8958 -0.0140 0.1520
N -0.7907 0.5716 -0.0347
N -0.7027 2.0082 -0.0807
H 3.8545 0.1118 0.2429
H 2.8715 -1.4158 0.3313
H 1.7587 1.3758 -0.3017
H 0.1826 -2.4049 -0.4285
H 0.1931 2.3303 -0.6316
H -0.4870 2.2190 1.0273
*
```

***

Pick a: it beats the second-best structure by 42.1 kcal/mol.

***

--- a ---
Molecular formula: C4H6N4
Method: DFT, wB97M-V/def2-TZVPD

Summary:
* highest occupied orbital energy: -9.06 eV
* frontier orbital gap: 8.882 eV
* LUMO: -0.17 eV

ORCA input file:
```
! RIJCOSX wB97M-V def2-TZVPD def2/J DEFGRID3
* xyz 0 1
C -0.0033 0.5965 0.0658
C 0.1531 1.0626 -1.2602
C 0.3939 1.3315 -2.3818
C 0.1337 -0.9355 0.1198
H -0.3052 1.6994 2.9094
H -0.0107 -0.0405 2.2109
H 0.2871 1.7985 -3.2446
H 0.3222 -1.3682 -2.4597
H 0.3965 -2.5731 -0.8855
H -0.8393 -0.7401 1.7108
N -0.4907 0.9338 2.2705
N -0.4350 1.4301 1.0065
N 0.7668 -1.6234 -1.1811
N -0.3693 -1.5715 1.1193
*
```

***

--- b ---
Molecular formula: C4H6N4
Method: DFT, wB97M-V/def2-TZVPD

Summary:
* highest occupied orbital energy: -7.77 eV
* SMILES: [H]/N=c1/cc[nH]n1N=C
* frontier orbital gap: 8.258 eV
* LUMO: 0.49 eV

ORCA input file:
```
! RIJCOSX wB97M-V def2-TZVPD def2/J DEFGRID3
* xyz 0 1
H -1.2381 -1.0323 1.8834
N -1.0147 -0.0430 2.2287
C -0.4392 0.3863 1.1675
C 0.0096 1.7872 0.9561
C 0.4662 1.8228 -0.2908
N 0.2601 0.5769 -0.9725
N -0.2408 -0.2348 -0.0283
N -0.4698 -1.5894 -0.1590
C 0.1184 -2.1424 -1.1008
H -0.0724 2.4768 1.7253
H 0.9797 2.7385 -0.6651
H 0.8720 0.1094 -1.6016
H 0.4005 -1.6646 -2.0628
H 0.3687 -3.1911 -1.0803
*
```

***

--- c ---
Molecular formula: C4H6N4
Method: DFT, wB97M-V/def2-TZVPD

Summary:
* highest occupied orbital energy: -10.19 eV
* frontier orbital gap: 10.388 eV
* LUMO: 0.19 eV

ORCA input file:
```
! RIJCOSX wB97M-V def2-TZVPD def2/J DEFGRID3
* xyz 0 1
C -1.0885 -1.6345 0.0318
C -0.3271 1.8118 -0.2506
C -1.0476 -0.1955 0.0782
C 1.1432 -0.2375 -0.8639
N -0.8744 -2.7557 -0.0958
N -1.4990 1.8571 0.2795
N -1.9506 0.6902 0.5666
N 0.0101 0.4634 -0.4881
H 0.1567 2.6869 -0.5754
H 0.7945 -0.8384 2.3162
H 0.3348 -0.7674 1.6700
H 1.8724 -0.2768 -0.0451
H 0.8752 -1.2225 -1.0212
H 1.6003 0.4189 -1.6022
*
```

***

--- d ---
Molecular formula: C4H6N4
Method: DFT, wB97M-V/def2-TZVPD

Summary:
* highest occupied orbital energy: -9.67 eV
* frontier orbital gap: 9.820 eV
* LUMO: 0.15 eV

ORCA input file:
```
! RIJCOSX wB97M-V def2-TZVPD def2/J DEFGRID3
* xyz 0 1
C -1.0751 -0.9232 -1.1919
C -0.1002 0.0957 -0.6447
C 1.4542 1.2109 0.0272
C 0.0400 0.2551 1.7597
H -1.2859 -0.8362 -2.2148
H -0.6972 -1.9836 -1.2224
H -2.1434 -0.9148 -0.8464
H 2.2707 1.6319 0.7321
H 0.5674 0.8123 2.6056
H -0.9045 -1.3927 1.1803
N 0.4738 0.8584 -1.6051
N 1.4002 1.6484 -1.1346
N 0.5027 0.3881 0.4795
N -0.5027 -0.8502 2.0756
*
```

***

Pick c: it beats the second-best structure by 8.9 kcal/mol.

***

--- a ---
Molecular formula: C2H5N3O2
Method: DFT, wB97M-V/def2-TZVPD

Summary:
* highest occupied orbital energy: -9.34 eV
* SMILES: N[C@@]1(O)ON2CN21
* frontier orbital gap: 10.058 eV
* LUMO: 0.72 eV

ORCA input file:
```
! RIJCOSX wB97M-V def2-TZVPD def2/J DEFGRID3
* xyz 0 1
N -1.7982 0.2386 0.5329
C -0.4736 0.3651 0.2151
O -0.0556 1.6650 0.3105
O 0.4169 -0.7205 1.1766
N 0.6386 -1.4773 0.0385
C 1.3224 -0.6485 -0.9201
N -0.1004 -0.3940 -0.9450
H -2.2196 -0.6208 0.2088
H -2.2474 1.0045 1.0123
H 0.8302 1.6635 0.6950
H 2.0105 0.1007 -0.5265
H 1.6761 -1.1765 -1.7982
*
```

***

--- b ---
Molecular formula: C2H5N3O2
Method: DFT, wB97M-V/def2-TZVPD

Summary:
* highest occupied orbital energy: -8.73 eV
* SMILES: Nc1nnco1.O
* frontier orbital gap: 9.478 eV
* LUMO: 0.75 eV

ORCA input file:
```
! RIJCOSX wB97M-V def2-TZVPD def2/J DEFGRID3
* xyz 0 1
N 0.6115 1.2520 -0.1488
C -0.4004 0.3645 -0.0788
N -0.4158 -0.9413 -0.1692
N -1.7544 -1.3386 -0.0893
C -2.4386 -0.2516 -0.0067
O -1.6820 0.8410 0.0835
H 0.4304 2.2531 -0.1657
H 1.5908 0.9046 -0.2163
H -3.4878 -0.2144 0.1740
O 2.5975 -0.5965 -0.0019
H 2.3650 -1.4537 -0.3505
H 2.5838 -0.8192 0.9697
*
```

***

--- c ---
Molecular formula: C2H5N3O2
Method: DFT, wB97M-V/def2-TZVPD

Summary:
* highest occupied orbital energy: -8.62 eV
* SMILES: N/N=C/N(O)C=O
* frontier orbital gap: 9.240 eV
* LUMO: 0.62 eV

ORCA input file:
```
! RIJCOSX wB97M-V def2-TZVPD def2/J DEFGRID3
* xyz 0 1
N -1.3200 -2.0797 0.0593
N -0.2730 -1.2513 -0.2085
C -0.4051 -0.0479 0.1666
N 0.6148 0.8621 -0.1932
O 1.7560 0.3161 -0.7265
C 0.6204 2.2584 -0.0954
O 1.5092 2.9644 -0.4696
H -1.0495 -3.1248 -0.2580
H -1.5125 -2.0879 1.1744
H -1.1853 0.3385 0.8572
H 1.5412 -0.7511 -0.7232
H -0.2961 2.6030 0.4169
*
```

***

--- d ---
Molecular formula: C2H5N3O2
Method: DFT, wB97M-V/def2-TZVPD

Summary:
* highest occupied orbital energy: -8.86 eV
* frontier orbital gap: 9.704 eV
* LUMO: 0.84 eV

ORCA input file:
```
! RIJCOSX wB97M-V def2-TZVPD def2/J DEFGRID3
* xyz 0 1
C -0.3260 -1.2786 0.2148
C 0.4664 -0.2168 0.0857
N -0.6780 1.4066 0.1699
N -2.2033 -0.2356 -0.4095
N 1.7854 0.0400 0.2221
O -1.7078 -1.2790 0.3238
O -1.8994 0.9745 0.4160
H 0.2666 -2.2090 0.3396
H -0.5416 1.9495 -0.7245
H -3.2202 -0.5316 -0.2458
H 2.0211 0.0125 1.2129
H 1.8686 0.9616 -0.1942
*
```

***

Pick b: it beats the second-best structure by 65.7 kcal/mol.

***

--- a ---
Molecular formula: C2H5N3O2
Method: DFT, wB97M-V/def2-TZVPD

Summary:
* highest occupied orbital energy: -9.79 eV
* SMILES: [H]/N=C(/N)O/C=N\O
* frontier orbital gap: 10.459 eV
* LUMO: 0.67 eV

ORCA input file:
```
! RIJCOSX wB97M-V def2-TZVPD def2/J DEFGRID3
* xyz 0 1
H -0.2420 2.5783 -1.2851
N 0.3655 2.3112 -0.5449
C 0.2020 1.1747 -0.0655
N 0.8990 0.5889 0.9549
O -0.7555 0.3667 -0.6525
C -1.2636 -0.6236 0.1355
N -0.8211 -1.8209 0.1772
O 0.3026 -2.0002 -0.6457
H 1.2550 -0.3331 0.5401
H 1.7491 1.1562 1.1625
H -2.1609 -0.4305 0.7577
H 0.4699 -2.9677 -0.5342
*
```

***

--- b ---
Molecular formula: C2H5N3O2
Method: DFT, wB97M-V/def2-TZVPD

Summary:
* highest occupied orbital energy: -9.57 eV
* SMILES: C=NNC(=O)NO
* frontier orbital gap: 10.252 eV
* LUMO: 0.68 eV

ORCA input file:
```
! RIJCOSX wB97M-V def2-TZVPD def2/J DEFGRID3
* xyz 0 1
C -2.2373 -0.0653 0.0708
N -0.9712 0.2863 -0.0761
N -0.1686 -0.7822 -0.4124
C 1.2539 -0.6492 -0.1356
O 1.8373 -1.7953 0.0800
N 1.7952 0.6740 0.1021
O 1.1635 1.9243 -0.2330
H -2.6460 0.7907 0.5033
H -2.6874 -1.1180 -0.1472
H -0.5456 -1.7146 -0.2019
H 2.7541 0.6470 -0.0336
H 0.4519 1.8022 0.4835
*
```

***

--- c ---
Molecular formula: C2H5N3O2
Method: DFT, wB97M-V/def2-TZVPD

Summary:
* highest occupied orbital energy: -9.73 eV
* SMILES: C#[N+][O-].NNC=O
* frontier orbital gap: 10.289 eV
* LUMO: 0.56 eV

ORCA input file:
```
! RIJCOSX wB97M-V def2-TZVPD def2/J DEFGRID3
* xyz 0 1
C -1.1971 1.0457 -0.8498
N -1.8782 1.1396 0.0659
O -2.7454 1.3199 0.8124
H -0.8193 1.0186 -1.8475
N 0.3412 -1.3577 0.9209
N 0.9521 -0.7309 -0.1957
C 1.1645 0.5650 -0.0413
O 1.8184 1.2459 -0.7465
H 1.1917 -1.8712 1.3247
H -0.4295 -2.0647 0.7519
H 0.9367 -1.1875 -1.1455
H 0.6648 0.8773 0.9504
*
```

***

Pick a: it beats the second-best structure by 42.1 kcal/mol.

***

--- a ---
Molecular formula: C2H5N3O2
Method: DFT, wB97M-V/def2-TZVPD

Summary:
* highest occupied orbital energy: -10.30 eV
* SMILES: NC(=O)NC(N)=O
* frontier orbital gap: 10.569 eV
* LUMO: 0.27 eV

ORCA input file:
```
! RIJCOSX wB97M-V def2-TZVPD def2/J DEFGRID3
* xyz 0 1
N 0.9660 -1.0888 -1.7122
C -0.1794 -0.6359 -1.1203
O -1.2190 -1.0891 -1.5865
N -0.0009 -0.3853 0.3250
C -0.8110 0.7786 0.7501
N -0.1596 1.2947 2.0276
O -1.7758 1.1358 0.2288
H 1.9791 -0.7050 -1.3704
H 0.8854 -1.0427 -2.7613
H 1.0442 0.1165 0.4269
H -0.8687 1.4426 2.6428
H 0.1396 0.1787 2.1495
*
```

***

--- b ---
Molecular formula: C2H5N3O2
Method: DFT, wB97M-V/def2-TZVPD

Summary:
* highest occupied orbital energy: -8.11 eV
* frontier orbital gap: 8.536 eV
* LUMO: 0.42 eV

ORCA input file:
```
! RIJCOSX wB97M-V def2-TZVPD def2/J DEFGRID3
* xyz 0 1
C -1.1992 0.1586 0.5526
C 2.0307 -0.3027 -1.5295
N -1.6808 -0.4252 1.6823
N 0.8029 0.8607 -0.6566
N 0.0197 0.2736 0.2019
O 2.0993 0.2592 -2.5504
O 2.1651 -1.2284 -0.8085
H -1.7514 1.0514 0.0378
H -2.5956 -0.8190 1.4162
H -1.0149 -1.0723 2.1430
H 0.4688 1.5184 -1.3916
H 0.6552 -0.2742 0.9027
*
```

***

Pick a: it beats the second-best structure by 25.7 kcal/mol.